# C19H20NO2

An isolated ion of composition C19H20NO2 and charge +1 in a non-equilibrium geometry (ωB97M-V/def2-TZVPD, OMol25).

Computed properties:
HOMO, eV: -11.40
SMILES: COc1ccc([C@@H](OC)[n+]2ccc(C)c3ccccc32)cc1
Net charge: +1
Energy above the lowest of the compared OMol25 structures with the same formula, charge and spin, kcal/mol: 5.0
Orbital gap, eV: 7.66

Last column: Mulliken charge in e.
CARTESIAN COORDINATES (ANGSTROEM)
C 0.628 5.432 -2.210  -0.86
O -0.577 4.708 -1.913  -0.42
C -0.340 3.358 -1.835  0.91
C -1.412 2.557 -1.415  -0.96
C -1.192 1.188 -1.317  -0.58
C 0.074 0.603 -1.617  0.07
C 0.112 -0.867 -1.614  -0.08
O 1.337 -1.409 -1.772  -0.28
C 1.289 -2.703 -2.475  -0.71
N -0.422 -1.358 -0.025  0.27
C -1.451 -2.167 -0.027  -0.14
C -1.977 -2.745 1.138  -0.91
C -1.398 -2.431 2.358  1.31
C -1.991 -3.068 3.616  -1.82
C -0.290 -1.557 2.398  0.63
C 0.361 -1.128 3.577  -0.79
C 1.423 -0.239 3.544  -0.85
C 1.902 0.228 2.298  -0.78
C 1.318 -0.214 1.129  -0.50
C 0.203 -1.051 1.149  0.70
C 1.126 1.451 -2.044  -0.25
C 0.903 2.812 -2.259  -0.66
H 0.342 6.475 -2.019  0.25
H 1.473 5.117 -1.562  0.40
H 0.911 5.263 -3.267  0.33
H -2.366 3.037 -1.207  0.42
H -1.937 0.529 -0.907  0.38
H -0.816 -1.345 -2.242  0.58
H 2.310 -2.856 -2.856  0.31
H 1.030 -3.510 -1.780  0.27
H 0.565 -2.629 -3.305  0.33
H -1.928 -2.403 -0.963  0.50
H -2.824 -3.421 1.096  0.47
H -1.533 -2.816 4.577  0.33
H -3.053 -2.811 3.707  0.38
H -1.951 -4.161 3.532  0.38
H 0.009 -1.499 4.524  0.28
H 1.880 0.083 4.481  0.40
H 2.739 0.933 2.276  0.43
H 1.723 0.108 0.172  0.42
H 2.142 1.052 -2.191  0.46
H 1.658 3.453 -2.750  0.38

Cartesian forces (eV/Å) of the 6 atoms listed first:
C -0.4 0.7 0.0
O 1.1 -1.3 0.2
C 0.2 0.6 -1.0
C 0.7 -0.5 0.0
C 1.1 0.3 -0.1
C -0.7 2.0 -0.3